1.
{
  "formula": "C28H55BN2P2ScSi",
  "method": "wB97M-V/def2-TZVPD",
  "e_tot_ha": -2966.97355,
  "total_charge": 1,
  "orbital_gap_ev": 7.594,
  "spin_multiplicity": 1,
  "de_lowest_kcal_mol": 26.3,
  "homo_energy_ev": -10.421,
  "largest_force_ha_per_bohr": 0.073,
  "symbols": ["Sc", "C", "C", "C", "C", "P", "C", "N", "B", "N", "C", "P", "C", "C", "C", "C", "C", "C", "C", "C", "C", "C", "C", "C", "C", "C", "C", "C", "C", "C", "H", "H", "H", "H", "H", "H", "H", "H", "H", "H", "H", "H", "H", "H", "H", "H", "H", "H", "H", "H", "H", "H", "H", "H", "H", "H", "H", "H", "H", "H", "H", "H", "H", "H", "H", "H", "H", "H", "H", "H", "H", "H", "H", "H", "C", "Si", "C", "C", "C", "H", "H", "H", "H", "H", "H", "H", "H", "H", "H", "H"],
  "xyz": [[0.101, -0.042, -0.921], [3.038, -3.278, 1.387], [1.946, -2.480, 0.739], [0.641, -2.555, 1.520], [1.688, -2.926, -0.738], [2.303, -0.645, 0.646], [2.047, 0.229, 2.257], [0.613, 0.376, 2.332], [-0.305, 0.630, 1.276], [-1.590, 0.426, 1.934], [-2.857, 0.345, 1.251], [-2.492, -0.228, -0.472], [-3.205, 1.202, -1.548], [-3.338, 0.727, -2.954], [-4.482, 1.727, -1.021], [-2.005, 2.198, -1.488], [-3.424, -1.800, -0.547], [-4.901, -1.793, -0.130], [-3.280, -2.467, -1.898], [-2.710, -2.751, 0.402], [-1.447, 0.329, 3.316], [-2.322, 0.181, 4.370], [-1.804, 0.126, 5.664], [-0.456, 0.285, 5.884], [0.476, 0.416, 4.808], [-0.090, 0.363, 3.549], [4.192, -0.315, 0.401], [5.047, -0.492, 1.606], [4.754, -1.140, -0.774], [4.265, 1.139, -0.064], [2.746, -4.353, 1.377], [3.251, -2.996, 2.390], [3.940, -3.332, 0.794], [0.335, -3.659, 1.672], [-0.217, -1.949, 1.182], [0.741, -2.220, 2.568], [1.572, -4.042, -0.880], [2.547, -2.607, -1.340], [0.808, -2.409, -1.154], [2.485, 1.233, 2.161], [2.534, -0.345, 3.097], [-3.298, 1.298, 1.198], [-3.480, -0.455, 1.673], [-4.035, -0.143, -2.955], [-2.394, 0.378, -3.318], [-3.587, 1.622, -3.598], [-5.258, 0.944, -0.902], [-4.935, 2.421, -1.787], [-4.423, 2.210, -0.053], [-1.156, 1.706, -2.017], [-1.776, 2.472, -0.425], [-2.241, 3.010, -2.128], [-5.481, -1.254, -0.858], [-5.098, -1.278, 0.827], [-5.362, -2.809, -0.063], [-3.969, -2.012, -2.667], [-3.512, -3.497, -1.711], [-2.259, -2.597, -2.214], [-2.764, -2.394, 1.515], [-1.673, -2.969, 0.229], [-3.280, -3.764, 0.434], [-3.412, 0.088, 4.093], [-2.463, -0.029, 6.512], [-0.045, 0.378, 6.880], [1.551, 0.590, 4.913], [5.236, -1.437, 1.942], [4.612, 0.233, 2.332], [6.055, -0.135, 1.353], [4.829, -2.188, -0.577], [5.788, -0.813, -0.915], [4.294, -0.987, -1.697], [3.659, 1.846, 0.562], [3.866, 1.276, -1.099], [5.309, 1.398, -0.064], [1.099, 3.596, -1.229], [1.211, 2.713, -2.945], [2.878, 3.175, -3.654], [-0.163, 3.166, -4.128], [0.901, 0.920, -2.779], [1.814, 4.392, -1.075], [1.430, 2.826, -0.421], [0.102, 4.009, -1.020], [2.745, 4.239, -3.776], [3.173, 2.706, -4.599], [3.624, 3.072, -2.872], [-0.332, 4.272, -4.068], [-1.111, 2.690, -3.916], [0.135, 3.033, -5.138], [1.871, 0.365, -2.853], [0.181, 0.608, -3.597]],
  "lowdin_charge": [0.758, -0.079, -0.697, -0.111, -0.070, 1.120, -0.274, -0.069, -0.492, -0.036, -0.247, 1.102, -0.688, -0.087, -0.084, -0.116, -0.734, -0.070, -0.097, -0.121, -0.186, -0.008, -0.096, -0.080, 0.013, -0.197, -0.670, -0.076, -0.080, -0.100, 0.108, 0.082, 0.068, 0.135, 0.033, 0.097, 0.124, 0.069, 0.038, 0.100, 0.120, 0.073, 0.082, 0.079, 0.065, 0.125, 0.086, 0.119, 0.075, 0.000, 0.100, 0.084, 0.063, 0.086, 0.111, 0.099, 0.079, 0.076, 0.122, 0.038, 0.131, 0.129, 0.108, 0.101, 0.112, 0.049, 0.097, 0.105, 0.060, 0.101, 0.056, 0.084, 0.082, 0.087, -0.163, 0.386, -0.173, -0.180, -0.388, 0.018, 0.035, 0.022, 0.026, 0.044, 0.016, 0.057, -0.004, 0.025, -0.004, 0.018]
}

2.
{
  "formula": "C15H22Br3FN3O4",
  "method": "wB97M-V/def2-TZVPD",
  "e_tot_ha": -8871.82395,
  "total_charge": -1,
  "orbital_gap_ev": 5.796,
  "spin_multiplicity": 1,
  "homo_energy_ev": -4.607,
  "largest_force_ha_per_bohr": 0.055,
  "symbols": ["C", "O", "C", "C", "C", "C", "C", "C", "C", "O", "C", "C", "C", "O", "H", "H", "H", "H", "H", "H", "H", "H", "H", "H", "H", "H", "H", "H", "C", "C", "N", "H", "H", "H", "C", "Br", "Br", "Br", "H", "F", "C", "O", "N", "N", "H", "H", "H", "H"],
  "xyz": [[3.425, -1.470, 0.213], [3.146, -0.066, 0.087], [1.688, 0.178, 0.064], [1.455, 1.515, 0.884], [0.031, 2.199, 0.675], [-0.577, 2.082, -0.792], [-1.670, 0.911, -0.707], [-1.453, -0.349, -1.291], [-2.600, -1.419, -1.084], [-2.826, -2.374, -1.850], [-3.503, -1.286, 0.224], [-3.712, -0.022, 0.780], [-3.030, 1.202, 0.071], [-3.498, 2.355, 0.047], [3.492, -1.721, 1.331], [4.485, -1.639, -0.186], [2.685, -2.147, -0.314], [1.230, -0.737, 0.575], [1.407, 0.232, -1.031], [2.304, 2.242, 0.705], [1.509, 1.221, 1.991], [-0.725, 1.840, 1.473], [0.179, 3.320, 0.889], [-1.152, 3.053, -0.975], [0.201, 1.895, -1.587], [-0.509, -0.572, -1.875], [-3.959, -2.232, 0.694], [-4.321, 0.176, 1.718], [4.586, 2.778, -2.002], [3.250, 3.432, -1.865], [2.207, 3.945, -1.758], [5.032, 2.638, -1.017], [4.476, 1.806, -2.484], [5.243, 3.405, -2.606], [7.713, -2.138, -2.061], [7.044, -0.329, -2.245], [9.630, -2.174, -1.775], [6.760, -3.113, -0.687], [7.523, -2.645, -3.003], [-1.468, 0.426, 1.860], [-6.460, -2.237, 2.298], [-5.330, -2.677, 2.168], [-7.288, -2.621, 3.307], [-6.992, -1.322, 1.446], [-8.218, -2.265, 3.424], [-6.934, -3.296, 3.961], [-6.411, -1.009, 0.684], [-7.919, -0.952, 1.542]],
  "lowdin_charge": [-0.153, -0.268, -0.195, -0.164, -0.217, -0.149, -0.116, 0.021, -0.327, -0.018, -0.011, -0.029, -0.312, 0.019, 0.100, 0.005, 0.096, 0.130, 0.100, 0.086, 0.117, 0.073, 0.099, 0.110, 0.084, 0.103, 0.096, 0.119, -0.078, -0.249, 0.146, 0.078, 0.060, 0.072, -1.614, 0.571, 0.548, 0.603, -0.028, -0.517, -0.682, 0.020, 0.141, 0.160, 0.086, 0.101, 0.093, 0.091]
}

3.
{
  "formula": "C20H19IIrN5O3Te4",
  "method": "wB97M-V/def2-TZVPD",
  "e_tot_ha": -2746.95689,
  "total_charge": 1,
  "orbital_gap_ev": [6.522, 5.751],
  "spin_multiplicity": 6,
  "de_lowest_kcal_mol": 0.8,
  "homo_energy_ev": [-9.828, -10.949],
  "largest_force_ha_per_bohr": 0.004,
  "symbols": ["Ir", "O", "C", "N", "C", "O", "C", "C", "C", "C", "C", "N", "C", "C", "C", "C", "C", "N", "H", "H", "H", "H", "H", "H", "H", "H", "Te", "Te", "Te", "Te", "C", "N", "C", "C", "O", "H", "H", "H", "H", "H", "H", "H", "I", "C", "C", "C", "C", "C", "N", "H", "H", "H", "H"],
  "xyz": [[1.647, 0.048, 1.275], [-0.573, 3.336, -0.089], [-0.092, 2.407, 0.514], [0.817, 1.488, 0.020], [1.014, 1.337, -1.343], [0.292, 1.754, -2.220], [2.238, 0.525, -1.700], [2.741, 0.579, -2.987], [3.828, -0.220, -3.305], [4.362, -1.049, -2.332], [3.800, -1.041, -1.066], [2.763, -0.264, -0.760], [-0.482, 2.172, 1.959], [-1.376, 3.040, 2.562], [-1.764, 2.791, 3.870], [-1.245, 1.683, 4.523], [-0.349, 0.872, 3.848], [0.025, 1.113, 2.595], [2.273, 1.236, -3.707], [4.252, -0.196, -4.300], [5.205, -1.693, -2.541], [4.179, -1.673, -0.274], [-1.742, 3.886, 1.998], [-2.458, 3.452, 4.372], [-1.522, 1.452, 5.541], [0.089, 0.000, 4.318], [3.763, 0.742, 2.600], [4.370, -1.363, 4.205], [2.020, -2.488, 4.600], [0.185, -2.235, 1.189], [-3.254, 1.873, -0.969], [-3.066, 0.853, 0.054], [-4.028, 0.807, 1.142], [-2.024, 0.043, 0.012], [-1.769, -0.817, 0.881], [-3.271, 2.859, -0.503], [-4.195, 1.712, -1.495], [-2.423, 1.848, -1.672], [-5.036, 0.840, 0.730], [-3.888, 1.663, 1.805], [-3.891, -0.110, 1.707], [-1.375, 0.180, -0.855], [2.378, -3.944, 1.240], [-0.028, -2.555, -0.905], [-0.247, -3.830, -1.403], [-0.396, -3.967, -2.774], [-0.326, -2.838, -3.576], [-0.112, -1.609, -2.973], [0.039, -1.468, -1.655], [-0.290, -4.688, -0.744], [-0.567, -4.944, -3.207], [-0.437, -2.906, -4.649], [-0.054, -0.694, -3.553]],
  "lowdin_charge": [0.589, 0.114, -0.445, -0.038, -0.456, 0.102, -0.221, 0.011, -0.025, -0.028, -0.140, -0.032, -0.203, 0.009, -0.030, -0.025, -0.124, -0.027, 0.128, 0.119, 0.115, 0.075, 0.128, 0.120, 0.116, 0.052, 0.321, 0.056, 0.138, 0.933, -0.016, -0.146, -0.004, -0.314, -0.253, 0.096, 0.099, 0.088, 0.100, 0.089, 0.092, 0.113, 0.185, -0.613, -0.125, -0.042, -0.034, -0.108, 0.021, 0.093, 0.118, 0.113, 0.116]
}

4.
{
  "formula": "C3H3N2O",
  "method": "wB97M-V/def2-TZVPD",
  "e_tot_ha": -300.18717,
  "total_charge": 1,
  "orbital_gap_ev": [7.096, 6.043],
  "spin_multiplicity": 1,
  "de_lowest_kcal_mol": 239.8,
  "homo_energy_ev": [-15.768, -15.401],
  "largest_force_ha_per_bohr": 0.092,
  "symbols": ["C", "C", "C", "N", "N", "O", "H", "H", "H"],
  "xyz": [[0.795, 0.800, 1.112], [-0.427, -0.677, -0.040], [0.054, 1.655, 0.430], [0.142, -0.384, 0.938], [-1.126, 0.821, -0.494], [-2.268, 0.797, -0.094], [1.461, 0.689, 1.945], [-0.846, -1.557, -0.371], [-1.035, 1.130, -1.584]],
  "lowdin_charge": [-0.069, 0.087, 0.331, 0.152, -0.168, 0.106, 0.147, 0.141, 0.272]
}